1.
# C20H27N3O4S

A single C20H27N3O4S molecule (ωB97M-V/def2-TZVPD, OMol25).

Last column: Löwdin charge in e.
Cartesian coordinates (Å):
1 S -1.4762 -3.1874 1.6833  1.030
2 O -2.2197 4.0199 0.7727  -0.125
3 O -2.7300 -2.3834 -0.6981  -0.043
4 O -4.3105 -0.9971 0.0829  0.103
5 O 3.4971 1.1058 0.1248  -0.074
6 N -0.8718 -0.6372 1.3766  0.120
7 N 1.9064 -4.4971 1.2416  0.182
8 N -0.7524 1.6207 1.0996  -0.053
9 C 2.9743 -0.4104 -1.7242  0.006
10 C 1.4905 -3.4269 1.2377  -0.237
11 C -0.8230 4.0377 0.9315  -0.188
12 C -3.0585 -2.3070 1.6409  -0.338
13 C 3.7189 -0.1951 -0.4019  -0.560
14 C 5.2272 -0.2862 -0.6298  -0.012
15 C -0.0858 0.4259 1.1812  -0.211
16 C -2.6382 2.8160 0.1712  -0.180
17 C -3.0429 -2.0390 -2.0486  -0.156
18 C -3.4382 -1.8079 0.2612  -0.577
19 C -2.2012 1.5960 0.9838  -0.124
20 C -0.3712 -1.8535 1.4034  -0.520
21 C -2.4757 -0.6805 -2.4538  -0.210
22 C -0.9590 -0.6339 -2.3196  -0.091
23 C -0.3451 2.8434 1.7641  -0.120
24 C 1.3054 0.2715 0.9556  -0.056
25 C 0.9922 -2.1131 1.2210  -0.189
26 C 3.2736 -1.2225 0.6512  -0.048
27 C 2.1962 1.4219 0.5661  -0.139
28 C 1.8291 -1.0126 0.9739  -0.103
29 H 3.2554 0.3665 -2.4313  0.095
30 H -0.8253 2.8933 2.7534  0.139
31 H 0.7294 2.8907 1.9013  0.102
32 H 5.7543 -0.0788 0.2973  0.088
33 H -2.5125 0.6842 0.4824  0.091
34 H -0.6654 -0.8451 -1.2942  0.053
35 H 3.2371 -1.3785 -2.1418  0.096
36 H 2.3761 2.0777 1.4272  0.124
37 H -0.5821 4.9757 1.4341  0.129
38 H 5.4948 -1.2787 -0.9801  0.090
39 H 3.8725 -1.0715 1.5545  0.149
40 H 1.8970 -0.3766 -1.5808  0.067
41 H -4.1315 -2.0375 -2.1674  0.129
42 H 3.4423 -2.2408 0.2993  0.126
43 H -2.6713 1.6285 1.9753  0.140
44 H -3.8100 -3.0242 1.9742  0.094
45 H -2.2201 2.7433 -0.8449  0.127
46 H -2.6011 -2.8399 -2.6448  0.133
47 H -2.7669 -0.4937 -3.4887  0.116
48 H -0.5852 0.3506 -2.5910  0.075
49 H -3.7261 2.8614 0.1127  0.132
50 H 5.5316 0.4498 -1.3684  0.088
51 H -0.4940 -1.3733 -2.9681  0.081
52 H -0.3296 4.0143 -0.0529  0.127
53 H 1.6756 2.0106 -0.2086  0.138
54 H -2.9313 0.0913 -1.8307  0.096
55 H -3.0251 -1.4669 2.3338  0.088

Properties
Calculated total energy in Ha: -1641.74049
HOMO level in eV: -8.24
Energy relative to the best compared isomer or geometry (same formula, charge and spin) in eV: 1.359
Structure (SMILES): CCCOC(=O)CSc1nc(N2CCOCC2)c2c(c1C#N)CC(C)(C)OC2
Orbital gap in Ha: 0.31768
Lowest unoccupied orbital energy in eV: 0.40

2.
# C5H16N5

2 unconnected molecules or ions with the total composition C5H16N5 (ωB97M-V/def2-TZVPD, OMol25).

Last column: Löwdin charge in e.
Cartesian coordinates (Å):
1 N -1.4447 -1.6437 -0.4156  0.188
2 N 0.0825 -0.1402 -1.4639  0.184
3 N -0.6195 1.8495 2.7936  -0.024
4 N -0.1454 -3.3786 -2.0109  -0.003
5 N 1.1022 1.9531 -0.4757  0.036
6 C 1.0564 -3.7648 -1.7445  -0.029
7 C -1.0086 0.7721 0.2824  -0.027
8 C 0.4082 1.4771 0.6481  -0.365
9 C -0.8305 -0.4667 -0.5721  -0.346
10 C 0.1853 2.4959 1.8045  -0.235
11 H -0.3332 0.9893 3.2106  0.074
12 H 0.4810 -0.8373 -2.1218  0.132
13 H -1.5596 0.4327 1.0919  0.076
14 H 1.1022 0.7677 1.0045  0.128
15 H -0.4358 3.3199 1.4280  0.124
16 H 0.5371 0.7782 -1.3342  0.038
17 H 0.9308 2.8790 -0.7185  0.094
18 H -0.5537 -3.9645 -2.7877  0.100
19 H -1.0458 -2.3216 -1.0094  -0.011
20 H 1.6605 -3.1783 -1.0707  0.072
21 H -0.9602 2.4252 3.5640  0.093
22 H -1.4655 1.5987 -0.2884  0.149
23 H -1.8014 -1.9210 0.5891  0.198
24 H 1.3401 -4.6832 -2.1901  0.068
25 H 1.2096 2.8379 2.2245  0.143
26 H 2.1081 1.7237 -0.4374  0.141

Properties
Calculated total energy in Ha: -473.62181
HOMO level in eV: -12.25
Energy relative to the best compared isomer or geometry (same formula, charge and spin) in eV: 0.356
Orbital gap in Ha: 0.35688
Lowest unoccupied orbital energy in eV: -2.54
Charge: +1

3.
# C6H8O4Sm

A molecular structure, C6H8O4Sm (ωB97M-V/def2-TZVPD, OMol25).

Last column: Mulliken spin population.
Cartesian coordinates (Å):
1 Sm 0.9981 1.6435 -0.8129  5.997
2 O -0.1144 1.3104 -2.4776  -0.012
3 O 2.0942 0.6164 0.5776  -0.018
4 O -0.9323 2.1369 0.9857  -0.008
5 O 0.8381 -0.8243 -1.2286  -0.005
6 C -0.5258 0.1105 -2.8157  -0.013
7 C -1.6066 1.5092 1.7601  0.045
8 C 2.1003 -0.7630 0.6817  -0.005
9 C 0.8712 -1.4105 0.0487  0.011
10 C -0.1993 -1.0154 -2.1360  0.004
11 C -2.4894 1.4379 2.7264  0.004
12 H -1.1273 0.0094 -3.7302  -0.001
13 H -0.1958 -1.1504 0.6802  -0.001
14 H 2.9790 -1.1334 0.1090  0.001
15 H -0.3013 -2.0317 -2.5156  0.000
16 H 0.9385 -2.5063 -0.0113  -0.002
17 H -2.1826 1.0306 3.6903  0.002
18 H -3.3025 2.1657 2.7440  0.001
19 H 2.1578 -1.1356 1.7243  0.000

Properties
Calculated total energy in Ha: -1192.21400
HOMO level (spin up / spin down) in eV: -5.01 / -7.67
⟨S²⟩: 12.01
Energy relative to the best compared isomer or geometry (same formula, charge and spin) in eV: 0.000
Spin multiplicity: 7
Orbital gap (spin up / spin down) in Ha: 0.16623 / 0.26696
Lowest unoccupied orbital energy (spin up / spin down) in eV: -0.48 / -0.41

4.
# CH3Cl2OP

A molecular structure, CH3Cl2OP (ωB97M-V/def2-TZVPD, OMol25).

Last column: Löwdin charge in e.
Cartesian coordinates (Å):
1 Cl 1.3516 0.9030 1.5136  0.614
2 Cl 2.1605 -1.3130 -0.2092  0.686
3 P -0.8396 1.4865 -0.6292  0.806
4 O 0.1764 0.1766 -0.7553  -0.661
5 C 0.9906 -0.1766 0.2149  -1.407
6 H -1.3260 -0.6585 0.5986  0.033
7 H -0.8970 -1.3154 0.8504  0.091
8 H -1.6165 0.8975 -1.5838  -0.161

Properties
Calculated total energy in Ha: -1376.73820
HOMO level (spin up / spin down) in eV: -7.92 / -8.35
Energy relative to the best compared isomer or geometry (same formula, charge and spin) in eV: 6.094
Orbital gap (spin up / spin down) in Ha: 0.25495 / 0.30224
Lowest unoccupied orbital energy (spin up / spin down) in eV: -0.98 / -0.12

5.
# C2H10N4S

2 unconnected molecules or ions with the total composition C2H10N4S (ωB97M-V/def2-TZVPD, OMol25).

Last column: Löwdin charge in e.
Cartesian coordinates (Å):
1 S -3.3196 4.7643 7.0906  0.992
2 N 5.0044 -2.1321 -7.6371  0.099
3 N 4.7331 -2.0080 -6.3231  -0.045
4 N -4.7507 2.7644 6.2805  -0.071
5 N -3.6927 3.3928 6.3679  -0.417
6 C 4.3408 -2.9511 -5.5727  0.164
7 C -4.6446 1.4408 5.5772  0.013
8 H 4.5751 -3.0734 -8.0681  0.206
9 H -5.7084 3.2144 6.6288  0.239
10 H 4.0366 -2.8573 -4.6513  0.056
11 H 5.0184 -1.3266 -8.2628  0.141
12 H 3.9331 -3.9619 -6.0158  0.176
13 H -4.9826 0.5967 6.2697  0.132
14 H -5.1115 1.5856 4.5715  0.116
15 H -2.0440 4.4850 7.3538  -0.074
16 H -3.6429 1.2085 5.3624  0.069
17 H 4.9831 -1.1097 -5.9154  0.204

Properties
Calculated total energy in Ha: -698.67421
HOMO level in eV: -16.47
Energy relative to the best compared isomer or geometry (same formula, charge and spin) in eV: 1.092
Orbital gap in Ha: 0.35522
Lowest unoccupied orbital energy in eV: -6.80
Charge: +2

6.
# H30O19S

16 unconnected molecules or ions with the total composition H30O19S (ωB97M-V/def2-TZVPD, OMol25).

Last column: Löwdin charge in e.
Cartesian coordinates (Å):
1 S 0.2134 0.2413 -0.2640  0.437
2 O 1.3442 3.5440 0.4441  -0.214
3 O -2.1131 0.0535 -3.0610  -0.032
4 O 0.0701 1.3101 0.7425  -0.336
5 O -2.4110 0.3785 2.8718  -0.002
6 O 4.1779 -2.6168 0.6290  -0.175
7 O -3.4414 2.1288 -2.1015  -0.127
8 O 2.1785 -1.4544 1.9074  -0.080
9 O -0.6177 -0.9024 0.0895  -0.329
10 O -0.5408 -2.3308 2.2890  -0.115
11 O 1.5504 0.6385 -3.5705  -0.131
12 O 1.6402 -0.1126 -0.0752  -0.343
13 O -0.1242 0.6363 -1.5552  -0.295
14 O -3.0618 -1.1052 0.7768  -0.107
15 O -0.8386 -3.0517 -1.2319  -0.106
16 O 1.7912 -2.4789 -1.4349  -0.037
17 O 4.0668 0.2912 -0.0692  -0.127
18 O -0.5632 3.0605 -2.3020  -0.085
19 O 0.0491 1.8954 3.2074  -0.166
20 O -2.6275 1.9714 0.4639  0.014
21 H 1.2975 3.7480 1.4525  0.030
22 H 3.1119 0.1892 -0.0133  -0.075
23 H -3.1833 -0.3816 1.4523  0.015
24 H 4.2233 -0.7404 0.0044  0.046
25 H -2.8006 1.0725 0.2341  0.014
26 H -1.0917 -2.8611 -2.1318  0.020
27 H -2.8044 1.4318 -2.4707  -0.001
28 H -0.7009 -2.0728 -0.8785  0.024
29 H -1.7712 1.8052 0.6603  -0.052
30 H -2.3400 -0.1473 3.5246  -0.073
31 H -0.5969 -1.9426 1.4028  -0.023
32 H -2.1681 -0.8424 0.5238  -0.054
33 H 1.8179 -0.3921 -3.8266  0.125
34 H -1.2808 0.2298 -2.5804  -0.002
35 H 0.9664 -2.8067 -1.3060  -0.089
36 H 0.7812 2.0245 3.9476  0.106
37 H 1.2734 -1.9736 2.0329  0.090
38 H 0.3394 1.4650 2.3042  0.038
39 H 0.7839 0.5204 -2.9923  -0.045
40 H 0.9401 2.5044 0.6178  0.045
41 H -3.1898 2.2033 -1.1761  -0.044
42 H 1.9575 -1.6219 -0.9778  0.012
43 H -2.2614 -0.8649 -2.9515  0.029
44 H 4.7575 -2.6693 1.5726  0.139
45 H -1.4793 0.8076 2.8490  0.073
46 H -1.1545 3.4941 -1.6530  0.039
47 H -1.1314 -3.1991 2.4142  0.131
48 H -0.5070 2.1474 -1.9371  -0.032
49 H 2.1304 -0.9577 1.1352  -0.090
50 H 3.3384 -2.2666 1.0111  -0.040

Properties
Calculated total energy in Ha: -1845.75415
HOMO level in eV: -4.21
Energy relative to the best compared isomer or geometry (same formula, charge and spin) in eV: 5.573
Orbital gap in Ha: 0.32951
Lowest unoccupied orbital energy in eV: 4.76
Charge: -2

| no. | maximum force (eV/A) |
| --- | --- |
| 1 | 1.17 |
| 2 | 4.44 |
| 3 | 4.32 |
| 4 | 2.16 |
| 5 | 6.52 |
| 6 | 9.90 |